Entry 1:
Formula: C38H111N19O6P6
Source: the OMol25 dataset
Level of theory: ωB97M-V with the def2-TZVPD basis set

```
180
Properties=species:S:1:pos:R:3:forces:R:3
P 4.801 4.875 3.900 -1.020 -1.580 1.535
P 7.686 -4.729 1.160 -0.312 1.963 -0.865
P -7.469 1.413 0.313 0.746 -0.445 0.318
P 1.377 7.199 -3.647 1.597 1.494 0.175
P 0.384 -1.442 -0.588 -1.639 -1.969 1.371
P -7.479 -5.790 -0.862 -0.906 2.380 -0.079
O -7.750 2.356 1.472 0.652 -1.725 -2.131
O 0.054 -1.322 -2.029 0.056 0.035 0.518
O 8.122 -3.792 2.258 0.440 -1.428 -1.741
O 0.136 7.989 -3.846 0.487 -0.821 -0.019
O -8.386 -6.314 0.208 1.423 -0.368 -1.091
O 6.004 4.086 4.513 -2.897 3.114 -1.762
N 8.799 -5.925 0.601 -1.213 0.279 1.334
N 4.919 6.530 3.394 0.986 0.004 -0.279
N -6.023 0.426 0.565 -1.265 0.066 -2.262
N 0.505 -0.006 0.215 0.884 1.138 -2.479
N -8.111 -4.241 -1.290 1.810 -0.036 0.737
N -8.731 0.229 -0.085 2.270 -1.924 1.164
N -7.467 -6.748 -2.325 0.562 -0.034 2.053
N 1.883 6.295 -4.976 -2.081 1.575 -0.686
N 0.613 -5.720 3.177 0.377 2.999 2.092
N -5.924 -5.256 -0.428 -1.241 -1.427 -1.203
N 1.300 6.112 -2.354 -0.597 1.188 -1.715
N 6.305 -5.553 1.531 0.696 -2.242 0.219
N -0.956 -2.220 0.296 0.274 -1.094 -1.418
N 1.756 -2.383 -0.239 -0.666 0.118 1.987
N 7.146 -3.787 -0.210 -0.656 0.700 -0.402
N -7.225 2.187 -1.193 -1.669 -2.301 0.427
N 3.570 5.049 5.115 -1.021 -0.079 -1.383
N 2.752 8.313 -3.368 -1.774 -1.851 -1.495
N 3.980 4.052 2.625 0.425 1.573 3.093
C 3.818 4.792 6.494 1.089 -0.736 0.735
C -7.330 -3.079 -1.774 -0.855 -0.585 -0.572
C -10.047 0.657 -0.349 -0.658 2.845 -0.329
C 2.884 5.268 -4.785 -1.405 -0.411 0.301
C 3.152 -1.876 -0.332 -1.879 0.544 -1.297
C 0.893 0.075 1.573 0.133 -0.416 1.448
C -7.327 -6.207 -3.681 -0.527 0.588 0.858
C 7.318 -2.311 -0.288 1.431 -0.809 0.065
C 10.217 -5.479 0.571 -0.797 0.336 0.036
C -8.786 -1.016 0.720 1.811 0.069 -0.015
C 0.808 -4.756 3.830 0.791 -2.062 -1.947
C 4.109 7.983 -3.800 -0.486 0.587 0.282
C 0.885 1.203 -0.597 -0.191 -0.729 0.006
C 2.151 5.413 4.848 0.545 -0.405 0.021
C 3.307 2.756 2.949 1.107 0.398 -0.830
C -0.981 -2.440 1.754 -0.037 1.705 0.123
C -7.110 -8.190 -2.190 0.145 0.710 -0.569
C 5.076 -4.815 1.630 -0.147 1.262 -0.174
C 1.195 -3.538 4.647 -1.486 -2.110 -0.428
C 0.784 5.986 -6.038 2.481 0.002 1.416
C 2.420 5.860 -1.548 0.934 0.492 1.817
C -1.965 -3.125 -0.444 2.627 1.400 1.367
C 8.356 -7.041 -0.276 1.656 0.735 -0.228
C -6.578 3.448 -1.344 0.711 0.574 1.545
C -5.357 -0.273 -0.614 -1.009 1.419 0.464
C -5.591 -4.567 0.813 0.981 0.363 -0.862
C -7.446 1.441 -2.430 0.154 -0.281 -0.167
C -4.867 -5.486 -1.423 0.354 0.575 0.822
C -5.163 0.578 1.711 -0.460 -0.329 0.003
C 0.225 5.117 -2.279 0.215 1.049 1.103
C 3.960 7.361 2.590 0.994 -1.325 0.562
C 6.335 -4.259 -1.401 1.785 -0.377 1.359
C 1.757 -3.835 -0.485 -0.714 1.144 -1.755
C 2.665 9.398 -2.403 0.404 -1.446 -0.199
C 4.372 4.340 1.271 -0.553 -0.340 0.090
C 6.380 -6.605 2.567 -0.784 -0.449 -0.931
C 5.720 7.357 4.341 0.021 -0.728 -0.773
C -9.499 -4.209 -1.653 0.429 -0.443 -0.895
H 10.279 -4.673 -0.160 0.523 0.057 -0.119
H 8.315 -2.038 0.057 -0.130 0.012 0.691
H 1.882 0.476 1.792 0.198 0.299 -0.503
H 4.571 7.237 -3.154 0.183 -0.465 -0.262
H 6.216 -6.185 3.559 0.312 -0.177 0.138
H 3.095 8.933 -1.516 -0.187 0.867 0.939
H 0.650 2.106 -0.034 0.110 -0.091 0.151
H -0.641 5.402 -2.878 0.366 -0.280 -0.490
H 7.213 -7.304 2.490 0.641 0.805 0.134
H 0.240 5.082 -5.767 -0.148 0.011 0.074
H 0.294 -3.518 5.259 0.086 0.977 0.399
H -1.807 -3.005 2.186 -0.004 -0.806 -0.876
H -4.124 0.735 1.419 -0.007 0.684 -0.075
H -6.392 -6.450 -4.184 0.093 -0.254 0.096
H 3.487 4.799 0.829 0.127 -0.413 -0.957
H -4.863 -5.144 1.384 -0.470 -0.311 0.542
H 3.340 10.177 -2.759 -0.298 0.337 0.174
H -4.580 -0.985 -0.336 -0.482 -0.310 0.559
H 10.971 -6.239 0.364 -0.551 -0.437 -0.375
H 5.192 7.457 5.290 0.252 -0.148 0.318
H 2.581 -4.275 0.078 -0.489 -0.423 -0.166
H 0.947 -0.926 2.002 -0.206 0.123 0.124
H 4.891 -4.358 0.658 -0.281 0.003 0.208
H 1.633 9.725 -2.280 0.202 0.048 0.104
H 2.930 2.336 2.016 0.070 0.164 -0.098
H -6.391 -2.805 -1.292 -0.318 -0.539 0.523
H 1.432 5.766 -6.887 -0.615 0.093 -0.519
H -5.130 -0.383 2.223 -0.156 0.055 0.667
H 7.433 -2.049 -1.340 -0.645 0.034 -0.197
H -6.613 3.783 -2.381 -0.146 0.194 0.292
H 0.116 6.836 -6.178 0.310 -0.103 0.070
H -10.894 -0.015 -0.484 0.768 -0.907 0.093
H 4.687 3.379 0.865 -0.048 0.305 -0.855
H 7.409 -7.529 -0.046 0.118 0.417 0.382
H 4.559 7.964 1.906 -0.054 0.019 -0.181
H -7.769 -1.407 0.724 -0.033 -0.337 0.027
H 4.116 7.749 -4.865 0.116 -0.448 0.180
H 3.818 -2.697 -0.071 0.149 0.526 0.049
H -7.691 0.391 -2.269 0.033 0.173 0.324
H -3.988 -4.906 -1.141 0.271 -0.464 0.592
H -5.553 3.415 -0.974 0.631 -0.282 -0.618
H 5.339 -3.838 -1.542 -0.304 -0.104 0.833
H -6.549 1.444 -3.049 0.159 0.118 -0.066
H -6.127 -0.701 -1.256 0.191 -0.284 0.199
H -4.655 -6.554 -1.476 0.374 0.146 -0.342
H -2.772 -3.158 0.288 -0.552 0.005 -0.817
H -1.521 -4.117 -0.521 -0.255 -0.288 -0.249
H -9.969 1.231 -1.272 -0.603 0.523 0.026
H 5.939 8.367 3.995 -0.506 0.024 -0.537
H 1.939 1.165 -0.872 0.346 0.230 0.367
H 1.905 6.441 5.113 0.309 0.360 -0.133
H -0.056 -2.764 2.229 0.062 -0.290 -0.381
H -9.908 -3.201 -1.727 -0.020 0.077 0.650
H 2.357 4.431 -4.326 0.314 -0.712 -0.074
H 2.027 -3.798 5.300 0.147 0.277 -0.322
H 1.488 4.828 5.486 0.123 -0.360 0.090
H 1.840 -3.892 -1.570 1.329 -0.591 -0.446
H -9.494 -4.554 -2.687 -1.022 -0.424 -0.330
H -6.046 -8.325 -2.381 0.260 -0.040 -0.057
H 1.807 5.216 3.832 0.413 0.068 -0.130
H 3.303 6.704 2.020 -0.127 0.212 0.116
H 3.706 3.747 6.783 0.141 -0.483 -0.215
H 6.714 6.915 4.397 -0.141 -0.232 0.692
H -7.403 -5.121 -3.636 0.161 0.015 0.085
H 5.186 -4.019 2.366 -0.126 0.324 0.107
H -0.155 5.189 -1.260 -0.118 -0.319 0.261
H -9.437 -1.771 0.278 -0.060 0.260 -0.230
H 3.228 6.588 -1.628 0.296 -0.309 -1.203
H -6.429 -4.162 1.381 -0.127 -0.626 -0.097
H 4.857 5.070 6.674 -0.047 -0.067 0.558
H -8.191 -6.504 -4.275 0.116 -0.379 -0.210
H 3.191 -1.595 -1.385 1.176 -0.177 -0.357
H 5.172 5.076 1.192 0.157 -0.180 0.246
H 5.573 -7.293 2.317 -0.520 0.098 0.382
H -7.312 -8.653 -1.224 -0.339 0.536 0.065
H 4.202 -5.383 1.950 0.281 -0.533 -0.237
H 3.640 5.563 -4.058 0.177 0.048 -0.537
H 0.628 4.112 -2.398 -0.267 -0.140 -0.475
H -5.004 -5.029 -2.403 -0.869 -0.341 -0.282
H 2.250 6.133 -0.506 -0.818 -0.690 0.650
H 0.382 1.272 -1.561 -0.452 -0.378 0.220
H -10.300 1.293 0.500 -0.836 0.534 -0.200
H -1.236 -1.473 2.188 0.388 0.333 0.329
H 1.304 -2.655 4.017 0.161 -0.101 0.238
H 6.835 -3.936 -2.313 0.412 -0.308 -0.076
H 3.242 4.984 -5.775 0.517 -0.079 0.237
H -9.034 -0.925 1.778 -0.424 0.499 0.098
H -2.099 -2.671 -1.426 -0.603 -0.207 0.146
H -10.011 -4.882 -0.966 -0.451 0.214 -0.324
H -8.268 1.832 -3.030 -0.106 0.382 -0.016
H 2.450 2.783 3.622 0.206 0.546 0.185
H -4.992 -3.705 0.518 -0.080 0.456 -0.027
H 6.366 -5.343 -1.290 -0.615 -0.015 -0.580
H 9.177 -7.757 -0.248 -0.188 -0.423 0.314
H -6.967 4.137 -0.595 -0.654 0.484 -0.552
H 6.578 -1.685 0.212 -0.200 -0.241 -0.023
H 10.519 -5.095 1.545 -0.371 0.210 0.026
H -7.093 -3.163 -2.834 0.140 -0.113 -0.418
H 3.320 -0.934 0.191 -0.018 -0.336 0.567
H 4.074 2.076 3.319 -0.191 -0.273 0.232
H 3.406 8.049 3.228 -0.260 -0.184 0.114
H 0.793 -4.344 -0.493 -0.195 0.198 1.524
H 4.759 8.849 -3.678 -0.185 0.323 -0.042
H -4.806 0.428 -1.241 -0.023 0.444 -0.012
H -5.615 1.386 2.286 0.595 -0.153 0.512
H 8.375 -6.744 -1.324 -0.454 0.252 -0.253
H -8.027 -2.242 -1.732 0.228 0.290 0.276
H -7.630 -8.755 -2.964 -0.200 -0.019 0.035
H 3.150 5.272 7.209 -0.033 0.788 -0.417
H 0.160 0.674 2.114 0.017 0.027 0.332
H 2.751 4.822 -1.587 0.341 -0.031 -0.070
```
Positions in Å, forces in eV/Å.

net charge = -1
multiplicity = 2

=====

Entry 2:
Formula: C4H10NO
Source: the OMol25 dataset
Level of theory: ωB97M-V with the def2-TZVPD basis set

```
16
Properties=species:S:1:pos:R:3:forces:R:3
O -1.863 0.950 1.399 0.335 0.077 -0.711
N -0.136 -0.971 0.040 -0.725 0.440 -0.536
C 0.165 0.399 -1.902 0.144 0.323 0.861
C 0.428 -2.081 0.292 -0.079 1.112 1.217
C 0.429 0.216 -0.615 0.818 -0.828 0.165
C 1.331 1.041 0.257 0.539 0.708 -1.440
H -1.695 1.798 0.971 -0.154 -0.030 -0.320
H 0.871 1.340 1.192 0.084 -0.247 0.167
H -0.654 -0.093 -2.406 0.398 -0.310 -0.319
H 1.499 -2.188 0.203 0.060 -0.187 -0.566
H -1.115 -0.835 0.292 -0.154 -0.131 0.265
H 1.511 1.942 -0.342 -0.202 0.138 0.337
H 2.354 0.668 0.350 -0.249 -0.523 0.523
H -1.889 1.209 2.312 -0.191 -0.136 0.930
H -0.167 -2.764 0.871 -0.017 -0.638 -0.219
H 0.802 1.137 -2.373 -0.606 0.233 -0.354
```
Positions in Å, forces in eV/Å.

net charge = +1
relative energy (zero: lowest compared OMol25 entry of this formula, charge and spin) = 1.648 eV

=====

Entry 3:
Formula: C7H12
Source: the OMol25 dataset
Level of theory: ωB97M-V with the def2-TZVPD basis set

```
19
Properties=species:S:1:pos:R:3:forces:R:3
C -1.041 -0.552 0.767 0.735 -1.119 0.292
C 1.289 -0.693 -2.822 0.607 -0.995 0.080
C 0.137 0.350 0.442 -1.164 0.989 -0.394
C 0.738 1.152 1.557 -0.169 -0.349 0.247
C 0.541 0.551 -0.824 1.345 -0.736 0.539
C -1.741 -0.318 2.097 -0.296 -0.155 0.105
C 0.402 -0.488 -1.860 -1.023 1.405 0.397
H -1.056 -0.379 2.945 0.000 0.327 -0.060
H -1.790 -0.586 -0.025 0.164 0.254 -0.130
H 1.343 1.954 1.155 -0.083 0.361 0.051
H -2.491 -1.086 2.302 0.043 -0.097 -0.289
H 1.320 1.302 -0.948 0.042 -0.127 -0.246
H 2.258 -0.212 -2.863 -0.195 0.534 0.127
H 1.262 -1.565 -3.459 -0.481 0.008 -0.236
H 1.412 0.555 2.179 -0.023 -0.244 -0.139
H -0.037 1.483 2.248 0.149 0.476 -0.115
H -0.540 -1.017 -1.734 0.334 -0.522 -0.530
H -2.294 0.621 2.082 0.219 0.193 0.253
H -0.611 -1.562 0.791 -0.204 -0.201 0.048
```
Positions in Å, forces in eV/Å.

structure (SMILES) = C=C/C=C(/C)CC
relative energy (zero: lowest compared OMol25 entry of this formula, charge and spin) = 1.302 eV

=====

Entry 4:
Formula: C5H12O2
Source: the OMol25 dataset
Level of theory: ωB97M-V with the def2-TZVPD basis set

```
19
Properties=species:S:1:pos:R:3:forces:R:3
O 1.559 -0.982 1.336 0.071 -0.135 0.340
O -1.565 2.027 -0.764 -0.101 0.070 -0.038
C 0.222 0.542 -0.671 0.031 0.023 -0.127
C -1.005 -0.184 -0.058 -0.064 -0.023 -0.114
C -0.165 2.005 -0.563 0.238 0.035 -0.033
C -2.087 0.922 -0.046 -0.161 -0.205 0.107
C 1.912 -2.115 0.574 0.253 -0.335 -0.093
H -2.312 1.222 0.989 0.029 -0.054 -0.175
H 0.645 -0.778 1.121 0.240 -0.052 0.352
H 1.772 -3.025 1.167 0.074 -0.024 -0.164
H 0.108 2.387 0.436 -0.177 0.005 -0.136
H 0.319 2.633 -1.315 -0.186 -0.010 0.068
H 1.338 -2.218 -0.363 0.087 0.165 0.272
H 1.184 0.369 -0.190 -0.239 -0.033 -0.178
H -3.013 0.596 -0.526 0.079 0.169 0.050
H -1.265 -1.040 -0.685 -0.165 0.153 0.077
H 0.295 0.232 -1.715 0.043 0.184 0.007
H -0.906 -0.584 0.963 0.004 0.245 -0.213
H 2.967 -2.010 0.312 -0.057 -0.177 -0.003
```
Positions in Å, forces in eV/Å.

structure (SMILES) = C1CCOC1.CO
relative energy (zero: lowest compared OMol25 entry of this formula, charge and spin) = 1.851 eV

=====

Number 1: calculated total energy -137536.9275 eV. Number 2: calculated total energy -7839.6688 eV. Number 3: calculated total energy -7452.1289 eV. Number 4: calculated total energy -9473.2851 eV.